Density functional theory data (the ωB97M-V functional and the def2-TZVPD basis) for C44H40Br2N2O5Pt as an isolated structure.

The geometry in XYZ format:
```
94
Properties=species:S:1:pos:R:3:forces:R:3
Pt 0.5992 0.9731 1.5721 0.2748 1.6346 -0.3579
O -2.2429 2.4124 4.1060 0.0309 0.0236 -0.0923
C -1.2771 2.0157 3.4878 -0.0305 -0.1042 0.2131
O -1.2459 1.6917 2.2382 0.0221 -0.1542 -0.3182
C 0.0464 1.8498 4.2092 0.0156 0.0160 0.0050
C 0.1710 2.1434 5.5761 0.0002 0.0345 -0.0144
C 1.3700 1.9285 6.1832 0.0038 -0.0138 -0.0104
C 2.4555 1.4135 5.4356 0.0004 0.0357 0.0538
C 3.7193 1.1475 6.0131 0.0274 -0.0095 -0.0218
C 4.7295 0.6272 5.2582 -0.0309 0.0190 0.0053
C 4.5214 0.3545 3.8887 0.0208 -0.0102 -0.0306
C 3.3175 0.6102 3.2990 -0.0337 0.0020 0.0425
C 2.2611 1.1433 4.0671 -0.0050 0.0476 -0.0238
N 1.0463 1.3923 3.4903 -0.1262 -0.5696 0.2426
H -0.7043 2.5172 6.0870 0.0075 0.0053 0.0028
H 1.5081 2.1359 7.2375 0.0024 -0.0052 -0.0010
H 3.8656 1.3632 7.0642 -0.0049 -0.0112 0.0004
H 5.6932 0.4215 5.7045 -0.0030 -0.0045 -0.0014
H 5.3274 -0.0644 3.3006 0.0009 0.0127 -0.0001
H 3.1562 0.4044 2.2481 0.0058 -0.0109 -0.0148
C 3.1838 4.3299 -5.0075 0.0057 -0.0040 -0.0113
C 1.9021 4.8241 -4.3222 -0.0352 0.0102 0.0170
C 2.1692 6.2136 -3.7441 0.0098 0.0161 -0.0061
C 0.7838 4.9452 -5.3662 -0.0059 0.0198 -0.0038
C 1.4978 3.8245 -3.2411 0.0470 -0.0353 0.0537
C 1.4800 4.1326 -1.8958 -0.0364 -0.0175 -0.0751
C 1.1459 3.1657 -0.9557 -0.0357 -0.0743 -0.0579
Br 1.1486 3.7657 0.8513 0.1141 -0.0094 -0.0224
C 0.8237 1.8437 -1.2883 -0.0938 0.2342 -0.0648
O 0.5371 0.8752 -0.4299 -0.0460 -0.6954 0.2999
C 0.8218 1.5303 -2.6781 -0.0672 0.0226 -0.1292
C 1.1566 2.5148 -3.5905 0.0227 0.0099 0.0200
C 0.4607 0.1181 -3.1587 0.0074 0.0241 0.0871
C 1.5009 -0.8820 -2.6311 -0.0576 -0.0148 -0.0104
C 0.4587 0.0048 -4.6858 0.0012 0.0034 -0.0095
C -0.9523 -0.2607 -2.6810 0.0335 -0.0407 0.0093
H 3.5039 5.0400 -5.7741 -0.0087 -0.0063 -0.0028
H 3.0303 3.3617 -5.4868 0.0000 -0.0004 0.0030
H 3.9917 4.2208 -4.2815 -0.0035 0.0054 0.0015
H 2.4459 6.8962 -4.5498 -0.0041 -0.0012 0.0024
H 2.9903 6.2011 -3.0248 0.0010 -0.0055 -0.0051
H 1.2848 6.6206 -3.2500 -0.0012 -0.0072 -0.0008
H 1.0743 5.6480 -6.1508 0.0019 -0.0026 0.0044
H -0.1372 5.3079 -4.9058 0.0032 -0.0050 0.0062
H 0.5676 3.9872 -5.8405 0.0035 0.0000 -0.0017
H 1.7130 5.1266 -1.5429 0.0180 -0.0096 -0.0007
H 1.1592 2.2582 -4.6400 0.0051 0.0068 0.0066
H 2.4887 -0.6460 -3.0342 -0.0056 0.0085 -0.0022
H 1.2386 -1.8948 -2.9479 0.0184 0.0260 -0.0048
H 1.5556 -0.8578 -1.5457 -0.0019 -0.0209 0.0100
H 1.4433 0.2038 -5.1134 -0.0027 0.0000 0.0040
H -0.2640 0.6813 -5.1468 -0.0008 -0.0026 0.0064
H 0.1817 -1.0148 -4.9618 -0.0001 -0.0025 0.0059
H -1.0195 -0.2420 -1.5953 -0.0074 0.0010 0.0067
H -1.2061 -1.2646 -3.0373 0.0028 0.0179 -0.0003
H -1.6888 0.4378 -3.0849 0.0038 -0.0018 -0.0068
Br -6.5004 -3.0142 3.7439 -0.0292 0.0058 0.0021
C -4.6257 -2.7589 3.7065 0.0234 0.0112 -0.0640
C -4.0396 -2.3154 2.5301 0.0566 -0.0453 0.1054
C -2.6673 -2.1560 2.5187 -0.0518 0.2257 -0.2660
C -1.8726 -2.3870 3.6458 -0.2211 -0.1409 -0.0517
C -2.5006 -2.8359 4.7966 0.0795 0.0068 -0.0497
C -3.8738 -3.0279 4.8349 -0.0464 0.0107 0.0482
C -0.3661 -2.1349 3.5904 -0.1547 -0.0245 0.3288
O 0.4080 -3.0097 3.9621 -0.1336 0.1176 -0.0311
O -0.1102 -0.9777 3.1227 0.2750 -0.4164 -0.0551
H -4.6448 -2.1060 1.6641 -0.0153 -0.0054 -0.0320
H -1.0467 -1.3181 1.6466 0.0961 -0.0647 0.2001
H -1.8926 -3.0433 5.6676 -0.0048 -0.0286 -0.0062
H -4.3571 -3.3834 5.7343 0.0024 0.0208 0.0047
N -1.8879 -1.8298 1.3305 0.3073 -0.0996 0.1110
C -1.7817 -2.5824 0.2639 -0.1499 -0.0429 -0.1748
C -3.0335 -3.0276 -0.3721 -0.0352 -0.1732 0.3629
C -3.3394 -4.3750 -0.5504 -0.0378 -0.0361 0.0372
C -4.5752 -4.7356 -1.0617 0.0200 0.0087 -0.0005
C -5.4920 -3.7550 -1.4173 -0.0286 -0.0264 -0.0103
C -5.1814 -2.4118 -1.2597 0.0320 0.0340 -0.0080
C -3.9589 -2.0439 -0.7217 0.0082 -0.0103 -0.0966
C -0.4813 -3.0167 -0.2416 -0.0828 0.4457 -0.1024
C -0.4219 -3.7749 -1.4174 0.0366 -0.0174 -0.0553
C 0.7578 -4.3927 -1.7868 -0.0501 0.0247 0.0057
C 1.8962 -4.2215 -1.0116 0.0854 -0.0447 -0.0434
C 1.8698 -3.4046 0.1096 -0.0600 0.0705 0.0286
C 0.6898 -2.7989 0.5003 0.0064 -0.1510 -0.0448
H -2.6308 -5.1336 -0.2435 0.0098 0.0030 -0.0174
H -4.8266 -5.7816 -1.1738 -0.0023 0.0029 0.0047
H -6.4589 -4.0404 -1.8108 0.0111 -0.0011 -0.0149
H -5.8966 -1.6496 -1.5381 0.0034 -0.0041 -0.0078
H -3.7057 -1.0001 -0.5815 -0.0108 -0.0037 0.0255
H -1.3001 -3.8784 -2.0388 -0.0052 -0.0286 0.0210
H 0.7922 -5.0027 -2.6793 0.0008 0.0148 -0.0113
H 2.8138 -4.7249 -1.2888 0.0068 0.0293 -0.0137
H 2.7618 -3.2554 0.7025 0.0033 -0.0136 -0.0020
H 0.6908 -2.1925 1.3961 -0.0083 -0.0401 0.0657
```
Forces are in eV/Å.

Output
HOMO (alpha / beta) (eV): -7.507 / -7.585
Electronic energy (eV): -202826.404
Net charge: 0
Kohn-Sham gap (alpha / beta) (eV): 5.89 / 5.97

Here are the Mulliken charges for atoms 1 to 6, given in e:
1 Pt 2.31
2 O -0.72
3 C 0.28
4 O -0.75
5 C 0.66
6 C -0.81